C5H13OP | the ωB97M-V functional and the def2-TZVPD basis

Values from the calculation:
spin multiplicity	1
total energy	-16727.768	eV
largest force on an atom	6.114	eV/A
Kohn-Sham gap (spin up / spin down)	6.7080 / 9.0093	eV
total charge	0

Cartesian coordinates (Å):
C  1.9154  -0.9741  0.1670
C  0.9609  1.2258  0.4865
C  -0.1607  -0.8741  1.3188
C  0.0710  -0.4744  -1.1746
C  0.6443  -0.2486  0.1317
O  -3.6794  0.1191  -1.9926
P  -2.6167  0.8832  -1.1929
H  2.0469  -2.0333  0.1658
H  2.5426  -0.6042  1.0812
H  2.5607  -0.4902  -0.6772
H  0.9638  1.1724  1.4958
H  1.7888  1.8095  0.0928
H  0.0976  1.7476  0.2621
H  -0.1090  -1.9244  1.1301
H  0.3503  -0.6820  2.2601
H  -1.1671  -0.5262  1.3485
H  0.2871  0.0314  -2.1181
H  -0.3036  -1.4134  -1.3555
H  -3.2849  1.0334  0.0975
H  -2.9080  2.2226  -1.5269

Forces on the atoms, in the same order (eV/Å):
C 5.64 2.36 -0.11
C -0.21 -1.08 -2.05
C 0.66 0.52 -1.11
C -1.23 1.87 -1.10
C -0.07 0.92 1.69
O 1.42 0.03 0.23
P -2.68 -0.75 0.07
H -0.69 -0.80 -0.32
H -1.19 -0.73 -1.17
H -0.77 -1.31 1.10
H 0.70 0.50 3.35
H 0.35 -0.70 -0.30
H -1.91 1.46 -0.59
H -0.47 -0.87 0.14
H -0.01 0.11 -0.02
H -0.85 0.20 0.16
H 0.40 0.34 0.66
H -1.10 -2.21 -0.31
H 1.09 -0.31 -0.06
H 0.93 0.47 -0.26